The following is a DFT calculation (ωB97M-V/def2-TZVPD) of a structure of composition C21H18F6N5O3PTi at a distorted geometry.

Geometry as XYZ:
```
55
Properties=species:S:1:pos:R:3
Ti 0.04 0.21 -0.63
P 0.35 -2.95 0.34
F -0.02 -2.34 -1.17
F 1.86 -3.11 -0.14
F -1.14 -2.65 0.80
F 0.72 -1.30 0.73
F -0.03 -4.42 -0.12
F 0.75 -3.36 1.82
O 3.62 0.91 1.07
O -3.19 1.83 -0.55
O -1.78 -0.58 -0.77
N 1.94 -0.57 -1.61
N -1.22 0.42 1.89
N -3.58 -1.00 -2.02
N -0.88 1.94 -0.22
N 1.54 1.29 0.10
C -2.31 1.11 1.55
C 0.08 4.57 2.23
C -0.17 2.75 0.68
C -3.40 0.58 3.59
C 2.10 -1.33 -2.69
C 4.43 -1.60 -2.25
C 1.18 2.42 0.85
C 4.27 -0.80 -1.13
C -0.72 3.82 1.38
C 3.32 -1.86 -3.05
C 3.01 -0.30 -0.87
C 2.77 0.69 0.24
C 1.42 4.27 2.36
C -0.40 0.64 -2.68
C -1.47 -0.38 -3.11
C -3.43 1.21 2.35
C -2.31 -0.66 -1.91
C -2.22 1.71 0.16
C 1.98 3.20 1.68
C -1.20 -0.19 3.06
C -2.26 -0.13 3.95
H 5.40 -2.01 -2.50
H -1.76 4.07 1.24
H -2.09 -0.06 -3.95
H 0.43 0.65 -3.38
H 1.21 -1.56 -3.26
H -0.36 5.41 2.77
H -0.86 1.63 -2.70
H -4.12 -1.12 -1.18
H 3.40 -2.47 -3.94
H -0.30 -0.76 3.29
H -4.04 -1.00 -2.91
H -4.25 0.63 4.26
H 2.05 4.87 3.02
H 3.02 2.95 1.81
H -2.20 -0.64 4.90
H -4.29 1.77 2.01
H -1.01 -1.34 -3.38
H 5.08 -0.54 -0.46
```

The value obtained for the electronic energy is -3100.95069 Ha. Its relative energy (zero: lowest compared OMol25 entry of this formula, charge and spin) is 10.7 kcal/mol. The calculation puts the highest occupied orbital energy at -0.283 hartree.